This record from the OMol25 dataset describes a molecular structure, C2Ag7O6 in a non-equilibrium geometry. The level of theory is wB97M-V/def2-TZVPD.

The geometry in XYZ format:
```
15
Properties=species:S:1:pos:R:3:forces:R:3
Ag -0.14837 0.11218 5.95615 -0.3286 -0.2023 -0.3951
Ag 3.72051 0.63162 0.24329 -0.4443 -0.2060 0.0822
Ag -2.38704 -2.71326 4.69998 0.3104 0.5403 -0.0840
Ag -0.86895 0.71672 -2.81031 0.2700 -0.2221 0.9375
Ag 1.24812 3.15227 2.47286 -0.2390 -0.4731 -0.0225
Ag -5.24622 0.43671 -0.95771 0.2907 -0.1097 0.3378
Ag -3.91102 0.90969 2.92441 1.1046 -0.4919 -0.5009
C 2.79381 -0.90825 -4.24804 4.7779 -2.6251 3.4854
O 3.82634 -1.44919 -4.62602 1.4083 -1.4057 -0.5451
O 2.15825 -0.28640 -4.96215 -5.6285 4.6701 -6.5832
O 2.54864 -0.84058 -3.06222 -0.6181 -0.5659 3.7180
C -0.91662 -0.02108 1.09862 -1.7469 1.8858 0.0681
O -0.90262 -0.35688 2.24058 -0.0516 -2.6925 6.2491
O -2.00592 0.32071 0.54453 -4.3848 0.7179 -2.6875
O 0.09113 0.29577 0.48605 5.2798 1.1802 -4.0598
```
Positions in Å, forces in eV/Å.

Properties
- Total charge: +3
- Relative energy (zero: lowest compared OMol25 entry of this formula, charge and spin): 926.17 kJ/mol
- Spin multiplicity: 1
- Highest occupied orbital energy: -13.3 eV
- E: -1554.7922 a.u.

***

This record from the OMol25 dataset describes a molecular structure, C2AlF6NO4S2 in a non-equilibrium geometry. The level of theory is wB97M-V/def2-TZVPD.

The geometry in XYZ format:
```
16
Properties=species:S:1:pos:R:3:forces:R:3
Al 7.91860 9.58817 11.85220 1.1486 0.4376 0.7853
C 11.66241 9.67740 14.34963 2.3138 -1.6183 4.2738
F 12.78081 8.94466 14.12622 -2.0855 1.9439 -0.6827
F 10.75886 8.82619 14.88139 0.2576 1.4992 -1.3302
F 11.95708 10.65183 15.28234 -0.9205 -1.5833 -2.5885
S 10.99810 10.48566 12.71657 6.4070 -0.3310 -3.7748
O 11.83865 11.72630 12.55807 -3.7094 -3.8149 0.6197
O 11.12205 9.40629 11.66071 -2.0933 2.7116 2.9200
N 9.26450 10.72204 13.01259 1.1326 -1.9474 -3.4770
S 9.16401 11.92141 13.99092 -3.9635 5.0183 5.4766
O 9.30612 11.48149 15.37875 -0.1040 -0.0262 -1.5888
O 9.81886 13.17389 13.66777 0.1533 -1.7222 -0.5319
C 7.24538 12.42894 13.76577 -1.7467 2.0018 0.6636
F 6.95549 13.58434 14.37026 0.9547 -2.1353 0.6140
F 7.06705 12.73795 12.48828 0.5223 -1.5453 -0.7293
F 6.40365 11.41577 14.14634 1.7330 1.1116 -0.6502
```
Positions in Å, forces in eV/Å.

Properties
- Total charge: +2
- Relative energy (zero: lowest compared OMol25 entry of this formula, charge and spin): 214.30 kJ/mol
- Spin multiplicity: 1
- Highest occupied orbital energy: -20.3 eV
- E: -2068.8356 a.u.

***

This record from the OMol25 dataset describes a molecular structure, C2AlF6O6S2 in a non-equilibrium geometry. The level of theory is wB97M-V/def2-TZVPD.

The geometry in XYZ format:
```
17
Properties=species:S:1:pos:R:3:forces:R:3
Al -4.93357 -12.93838 0.89146 -0.0564 0.2074 -0.1521
C -1.45105 -8.87952 1.05389 -0.2725 -1.1978 1.0200
F -1.06263 -7.68932 0.84237 0.5881 2.0661 -1.4004
F -0.75890 -9.76891 0.30419 -1.2610 0.8040 0.8699
F -1.25929 -9.07518 2.36355 -0.2733 -1.0929 -0.3660
S -3.35598 -8.94299 0.77935 0.2935 0.0373 -0.1100
O -4.00778 -8.01807 1.70556 0.7391 -0.6809 -0.7071
O -3.63837 -8.60668 -0.61726 0.1858 -0.1425 0.6377
O -3.70343 -10.33798 1.06597 -0.2071 -0.1691 -0.0217
C -9.21864 -13.40436 -2.66911 -2.2175 0.1403 -0.8488
F -9.90419 -14.00277 -1.66826 1.1138 0.9444 -0.6199
F -9.69830 -13.92569 -3.82011 0.9599 0.4497 0.9000
F -9.44956 -12.07058 -2.69644 0.5818 -1.4798 0.4425
S -7.41253 -13.78949 -2.51112 -0.5583 -1.7443 0.3817
O -6.66845 -13.16449 -3.56900 -0.0259 0.0766 -0.3502
O -7.00542 -13.25066 -1.21655 0.2119 0.2094 0.4369
O -7.37694 -15.26291 -2.49507 0.1981 1.5721 -0.1126
```
Positions in Å, forces in eV/Å.

Properties
- Total charge: +1
- Relative energy (zero: lowest compared OMol25 entry of this formula, charge and spin): 87.98 kJ/mol
- Spin multiplicity: 1
- Highest occupied orbital energy: -13.9 eV
- E: -2165.0776 a.u.